{
  "formula": "C3H3BN2",
  "method": "ωB97M-V with the def2-TZVPD basis set",
  "lumo_energy_ev": -0.881,
  "e_above_lowest_kj_mol": 159.3,
  "max_force_ev_per_a": 3.5,
  "e_tot_ev": -6812.828,
  "elements": ["B", "C", "C", "C", "N", "N", "H", "H", "H"],
  "xyz": [[0.6246, -0.8037, 0.1976], [-0.6441, 0.5253, -2.9425], [1.5680, -1.4630, -0.6665], [-0.2829, -0.1942, 1.0594], [-1.3600, 1.1061, -2.2953], [2.1620, -1.9721, -1.4826], [-1.2433, -0.3354, 1.3910], [0.1074, 0.6137, 1.6906], [-0.0762, -0.1492, -3.5451]],
  "forces_ev_per_a": [[-2.34, 1.21, 2.26], [1.26, -1.71, -1.47], [-0.61, 0.72, 0.61], [3.10, 0.32, -0.54], [-1.45, 1.50, 1.43], [1.73, -1.41, -2.00], [-2.31, -0.83, 0.07], [0.42, 0.00, -0.35], [0.20, 0.20, 0.00]]
}


{
  "formula": "C37H77N3O10",
  "method": "ωB97M-V with the def2-TZVPD basis set",
  "lumo_energy_ev": 0.407,
  "e_above_lowest_kj_mol": 3541.4,
  "max_force_ev_per_a": 13.4,
  "e_tot_ev": -64522.964,
  "elements": ["C", "O", "N", "C", "C", "H", "H", "H", "H", "H", "H", "H", "C", "O", "N", "C", "C", "H", "H", "H", "H", "H", "H", "H", "C", "O", "N", "C", "C", "H", "H", "H", "H", "H", "H", "H", "C", "C", "C", "O", "C", "H", "H", "H", "H", "H", "H", "H", "H", "C", "C", "C", "O", "C", "H", "H", "H", "H", "H", "H", "H", "H", "C", "C", "C", "O", "C", "H", "H", "H", "H", "H", "H", "H", "H", "C", "C", "C", "O", "C", "H", "H", "H", "H", "H", "H", "H", "H", "C", "C", "C", "O", "C", "H", "H", "H", "H", "H", "H", "H", "H", "C", "C", "C", "O", "C", "H", "H", "H", "H", "H", "H", "H", "H", "C", "C", "C", "O", "C", "H", "H", "H", "H", "H", "H", "H", "H"],
  "xyz": [[0.4968, 1.1894, 0.7668], [1.4706, 0.8955, 1.4320], [-0.1846, 0.2655, 0.0731], [0.4210, -1.1126, -0.0217], [-1.2069, 0.5780, -0.8826], [0.0318, 2.1857, 0.7090], [0.9891, -1.5092, 0.8198], [1.0932, -1.0968, -0.8797], [-0.3987, -1.8176, -0.1604], [-0.7953, 0.9587, -1.8174], [-1.8241, -0.2999, -1.0734], [-1.9287, 1.3223, -0.5463], [3.6689, -0.2020, 0.8096], [4.6625, 0.1333, 0.2616], [3.6579, -1.1662, 1.7579], [2.3511, -1.4537, 2.3986], [4.8019, -2.0240, 2.0132], [2.6660, 0.2038, 0.6054], [1.9469, -2.4089, 2.0635], [1.5550, -0.7212, 2.2653], [2.5255, -1.4997, 3.4736], [4.6496, -3.1003, 2.0940], [5.7138, -1.7995, 1.4599], [5.0574, -1.6518, 3.0053], [0.4267, 2.3814, -1.9464], [-0.4417, 2.2529, -2.8195], [1.5743, 1.6998, -2.0068], [2.5468, 1.8579, -0.9480], [1.8920, 0.6849, -3.0211], [0.3295, 2.9901, -1.0341], [3.5318, 2.2111, -1.2533], [2.8610, 0.8476, -0.6862], [2.2816, 2.4412, -0.0662], [1.3017, 0.9563, -3.8963], [2.9216, 0.5431, -3.3496], [1.4681, -0.2716, -2.7153], [-0.3008, -0.6213, -4.7401], [-0.2043, -0.6277, -3.2242], [-1.5447, -1.0766, -2.6901], [-2.2609, -1.5695, -3.8196], [-1.7404, -0.8996, -5.0092], [0.2696, -1.4284, -5.1999], [0.1283, 0.2299, -5.2686], [-0.1035, 0.3748, -2.8084], [0.6015, -1.2890, -2.9056], [-2.1463, -0.2600, -2.2910], [-1.4418, -1.7859, -1.8689], [-2.3164, 0.0005, -5.2239], [-1.8999, -1.5526, -5.8672], [-0.8137, 0.7366, 3.2797], [0.4310, 1.4981, 3.8153], [1.4955, 0.3972, 3.8241], [0.7390, -0.8314, 4.0296], [-0.4335, -0.7849, 3.2922], [-1.0206, 0.9882, 2.2395], [-1.7494, 1.0332, 3.7538], [0.2966, 1.7030, 4.8774], [0.6244, 2.4522, 3.3251], [2.1626, 0.3785, 4.6859], [2.1111, 0.3773, 2.9248], [-1.1959, -1.3985, 3.7721], [-0.2809, -1.2858, 2.3362], [0.0879, -4.5000, 0.2883], [-0.8769, -3.7606, 1.2207], [0.0742, -3.1510, 2.2524], [1.2082, -2.8439, 1.4974], [1.4043, -3.7275, 0.3550], [-0.2510, -4.5017, -0.7477], [0.2664, -5.5432, 0.5490], [-1.6512, -4.2960, 1.7702], [-1.2990, -2.9483, 0.6291], [0.3679, -3.8672, 3.0199], [-0.1896, -2.2245, 2.7624], [2.2668, -4.3751, 0.5122], [1.4594, -3.0889, -0.5266], [0.1322, -3.2472, -3.1006], [1.4129, -2.7377, -2.5604], [2.2484, -4.0348, -2.4787], [1.3536, -4.9033, -1.9208], [0.1131, -4.6427, -2.4785], [-0.0124, -3.1750, -4.1786], [-0.7026, -2.6427, -2.7460], [1.2993, -2.1783, -1.6318], [1.9519, -2.1337, -3.2904], [3.1458, -3.8851, -1.8784], [2.5833, -4.3089, -3.4791], [-0.5776, -4.8558, -1.6626], [-0.0411, -5.3632, -3.2818], [-4.1617, -0.1978, 0.3077], [-3.1450, 0.4961, 1.1929], [-2.6072, -0.6418, 2.0446], [-2.4345, -1.6643, 1.0571], [-3.3637, -1.5318, -0.0152], [-4.4431, 0.3066, -0.6167], [-4.9750, -0.4722, 0.9795], [-3.5676, 1.2906, 1.8079], [-2.3611, 0.8528, 0.5248], [-3.3517, -1.1022, 2.6941], [-1.7314, -0.3815, 2.6390], [-4.1002, -2.3290, 0.0860], [-2.7741, -1.4487, -0.9282], [-3.1775, 3.4510, 2.0331], [-3.2547, 3.8581, 0.5862], [-2.4992, 2.7660, -0.1862], [-1.3752, 2.3561, 0.7179], [-1.8958, 2.5412, 2.0197], [-4.1128, 2.9534, 2.2896], [-3.0607, 4.1698, 2.8442], [-2.7942, 4.8332, 0.4274], [-4.2914, 3.9397, 0.2595], [-2.2049, 3.1651, -1.1569], [-3.0706, 1.8713, -0.4337], [-1.1760, 3.0066, 2.6931], [-2.1344, 1.6118, 2.5367], [0.1750, 4.6021, -0.5844], [1.3617, 5.5547, -0.4342], [1.3889, 5.7922, 1.0954], [0.8366, 4.6213, 1.6121], [0.3350, 3.7344, 0.7037], [0.2431, 4.0653, -1.5306], [-0.7448, 5.1821, -0.5096], [1.2505, 6.4305, -1.0735], [2.2811, 5.0481, -0.7279], [0.8197, 6.7114, 1.2341], [2.4556, 5.9292, 1.2726], [-0.6395, 3.4260, 1.0821], [1.0053, 2.9169, 0.4382]],
  "forces_ev_per_a": [[-0.73, -2.21, -0.53], [-0.81, 2.01, -0.54], [1.03, -1.99, 0.66], [-0.95, 2.55, -1.01], [0.03, -0.54, 0.38], [2.05, -4.01, 0.32], [-0.72, 1.89, -0.83], [-0.33, 0.57, 0.47], [0.30, 0.32, -0.41], [-1.25, -0.88, 1.60], [1.45, 1.29, 2.08], [2.34, -2.21, -1.98], [-1.50, -2.64, 2.12], [3.48, 1.62, -2.55], [-1.82, 0.22, -1.72], [5.89, 2.29, 4.24], [0.41, 1.44, 1.76], [1.15, -0.80, 0.52], [5.37, 2.02, 3.64], [1.73, -1.52, -1.25], [0.70, 0.11, -0.11], [-0.59, 0.08, -0.34], [-0.59, 0.13, -0.67], [0.57, -0.75, 0.62], [1.30, -2.47, -1.41], [-0.04, 2.17, -0.62], [1.12, 0.61, 0.23], [1.77, -0.99, -0.43], [0.28, 0.69, -0.56], [0.19, -2.93, -1.25], [-0.17, 0.64, -0.73], [-0.45, 0.66, -0.11], [0.09, -0.37, -0.66], [0.46, 0.11, -0.01], [0.34, 0.82, 0.64], [2.03, 1.24, 0.25], [0.77, -0.53, -0.45], [-1.68, 0.77, 0.45], [-1.65, 0.62, -3.04], [0.13, -0.61, -0.96], [-1.33, -0.38, 0.27], [0.24, -0.34, 0.34], [-0.50, 0.49, 0.35], [0.08, -1.31, -1.26], [-1.80, 1.23, -0.35], [-0.24, -0.43, -2.06], [-0.45, -0.09, -0.32], [-0.10, 0.25, 0.32], [-0.04, -0.21, 0.15], [3.03, -0.28, 0.31], [-0.57, -1.08, 1.33], [0.31, 0.65, 1.70], [-0.22, 0.59, 1.12], [1.04, 3.29, 3.01], [1.91, -1.20, 0.95], [0.40, -0.80, 1.15], [-0.46, 0.35, 0.07], [0.43, -0.37, -0.22], [-0.06, 0.51, 0.16], [-0.32, 0.74, 1.81], [0.18, -0.06, 0.62], [-0.57, 3.73, -0.87], [-0.05, -0.77, 0.93], [0.91, 0.17, 0.20], [-0.48, -2.44, 0.29], [-6.51, -9.53, -6.82], [-1.58, -0.22, 0.61], [0.27, 0.75, 3.50], [-0.11, -0.11, 0.17], [-0.12, -0.32, -0.56], [-0.09, -0.95, 0.65], [-0.08, -0.44, 0.11], [0.28, -4.32, -0.39], [0.08, 0.30, -0.07], [0.73, -0.56, 1.22], [-1.62, -0.56, 0.98], [2.92, -0.85, -1.88], [0.70, 2.13, 0.10], [0.76, -1.73, 0.52], [-0.90, -1.48, -2.98], [0.56, -0.68, 0.02], [0.85, -1.72, -0.18], [0.44, -0.88, -1.14], [0.11, 0.28, 0.02], [-0.04, -0.36, 0.31], [-0.10, -0.25, -0.29], [-1.10, -0.34, -2.81], [-0.32, -0.32, -0.08], [1.13, -1.44, 0.33], [-1.42, -0.90, 0.34], [-2.32, -0.52, -1.50], [0.43, 0.46, 0.12], [-1.18, 1.25, 1.43], [-0.34, 0.13, 0.20], [-0.58, 0.12, -0.63], [-0.53, -0.72, -0.67], [-0.95, -1.34, 2.39], [-0.49, 0.58, 0.67], [-2.88, -1.14, -2.40], [0.35, -0.45, -0.78], [-1.24, -0.86, 0.27], [0.89, -0.57, 0.12], [-0.30, 0.50, -0.32], [-0.98, 2.82, 0.43], [-10.27, 0.00, -0.98], [-2.94, 2.19, 2.70], [0.24, -0.58, 0.10], [0.07, 0.66, -0.60], [0.15, -0.04, -0.17], [0.04, -0.01, -0.22], [0.91, -0.11, 0.20], [-1.13, 1.21, 0.35], [0.38, 0.23, -0.54], [-0.88, 2.48, -1.48], [-0.06, 2.25, 0.52], [-0.28, -0.34, 0.00], [0.85, 0.38, -3.00], [1.33, 1.52, 2.96], [1.22, 5.04, -1.52], [-0.76, 2.91, 0.37], [-0.19, 0.05, -0.21], [0.05, 0.16, 0.26], [0.08, -0.10, -0.13], [-0.18, -0.14, 0.97], [-0.14, 0.05, 1.10], [3.20, 2.56, -0.26], [0.55, 2.22, 0.80]]
}


{
  "formula": "CH2Cl2",
  "method": "ωB97M-V with the def2-TZVPD basis set",
  "lumo_energy_ev": 0.960,
  "e_above_lowest_kj_mol": 14.9,
  "max_force_ev_per_a": 1.2,
  "e_tot_ev": -26114.081,
  "elements": ["C", "Cl", "Cl", "H", "H"],
  "xyz": [[-20.8079, 0.2286, -5.0839], [-22.0818, -0.3550, -6.2107], [-19.6318, -1.0788, -4.9107], [-20.2561, 1.0384, -5.5613], [-21.1527, 0.3308, -4.0550]],
  "forces_ev_per_a": [[0.27, -1.09, -0.43], [0.10, 0.60, 0.53], [0.63, -0.40, 0.05], [-0.56, 0.17, 0.42], [-0.45, 0.71, -0.57]]
}


{
  "formula": "C5H8O",
  "method": "ωB97M-V with the def2-TZVPD basis set",
  "lumo_energy_ev": 0.105,
  "e_above_lowest_kj_mol": 404.9,
  "max_force_ev_per_a": 2.9,
  "e_tot_ev": -7358.059,
  "elements": ["C", "C", "O", "C", "C", "C", "H", "H", "H", "H", "H", "H", "H", "H"],
  "xyz": [[1.4375, 1.2383, -0.8012], [0.9232, -0.0269, -0.3808], [1.2720, -1.1229, -0.8420], [-0.2984, 0.1716, 0.4740], [-1.4843, -0.4494, -0.2057], [-0.8726, -1.0778, 1.0137], [1.1901, 2.1646, -0.2976], [1.9039, 0.4780, 0.4086], [1.7149, 1.3454, -1.8656], [-0.4278, 1.1242, 0.9910], [-1.2814, -0.9349, -1.1567], [-2.4383, 0.0602, -0.1307], [-1.3892, -1.0218, 1.9617], [-0.2495, -1.9486, 0.8314]],
  "forces_ev_per_a": [[0.65, -0.26, 0.70], [-1.79, -0.10, -0.73], [-0.24, 0.22, 0.10], [0.10, -0.26, 0.32], [-0.33, -0.18, -0.06], [-0.22, -0.33, 0.26], [-0.44, -0.27, 0.07], [1.21, 1.98, -1.78], [1.30, -0.39, 0.98], [0.08, -0.32, -0.17], [-0.11, 0.07, 0.19], [0.10, -0.09, 0.08], [-0.10, -0.11, -0.07], [-0.21, 0.03, 0.12]]
}